i.
# CH14O5S

A cluster of 6 separate species, CH14O5S in total (the ωB97M-V functional and the def2-TZVPD basis, the OMol25 dataset).

2S+1: 1
SMILES: CS.O.O.O.O.O
HOMO-LUMO gap: 10.0285 eV
HOMO level: -9.816 eV
Molar mass: 138.2 g/mol

XYZ file:
```
21
Properties=species:S:1:pos:R:3:lowdin_charge:R:1
C -1.9258 0.2320 0.7897 -0.4571
S -1.8571 -0.5459 -0.8485 0.6952
H -2.8624 0.7312 1.0554 0.0357
H -1.8970 -0.4678 1.6601 0.0470
H -1.0473 0.8799 0.7400 0.0139
H -3.0054 -1.2641 -0.8323 -0.1136
H 0.5452 -3.5148 -0.3933 0.0256
H -0.3301 -2.3069 -0.6699 -0.0941
O -0.2417 -3.0736 -0.0811 -0.1021
H -0.8753 2.7709 -1.4821 0.0180
H 0.4289 2.9595 -0.7885 -0.0088
O -0.0172 3.1884 -1.6208 -0.0731
H 1.2184 -0.9329 -1.4575 0.0031
H 0.5997 -1.2789 -2.8056 0.0446
O 1.4386 -1.3250 -2.3039 -0.0687
H 2.6960 2.0958 -0.3969 0.0567
H 2.4242 2.7397 0.9871 0.0525
O 2.0338 2.1893 0.2999 -0.0524
H 0.2731 -0.7304 2.3704 -0.0003
H 1.5374 -1.4418 2.6595 0.0452
O 0.8641 -0.9048 3.1182 -0.0674
```



ii.
# CH14O5S

A cluster of 6 separate species, CH14O5S in total (the ωB97M-V functional and the def2-TZVPD basis, the OMol25 dataset).

2S+1: 1
SMILES: CS.O.O.O.O.O
HOMO-LUMO gap: 9.2605 eV
HOMO level: -8.849 eV
Molar mass: 138.2 g/mol

XYZ file:
```
21
Properties=species:S:1:pos:R:3:lowdin_charge:R:1
C 1.3087 -2.0941 -0.7567 -0.4860
S -0.2934 -2.5556 -0.0755 0.6625
H 1.5937 -2.7618 -1.5691 0.0246
H 2.1405 -2.1628 -0.0525 0.0353
H 1.3499 -1.0580 -1.0944 0.0161
H -0.1195 -1.8796 1.0769 -0.1542
H 2.0677 2.3415 0.3279 0.0525
H 0.6611 1.9334 -0.1014 0.0005
O 1.5994 1.7323 -0.2520 -0.0637
H -1.8833 -1.2619 -2.9648 0.0524
H -2.2049 -1.3441 -1.4862 -0.0065
O -1.9945 -0.7092 -2.1847 -0.0889
H 1.5522 0.1739 1.1922 -0.0025
H 0.4298 0.4803 2.1777 -0.0096
O 1.1094 -0.1929 1.9691 -0.1068
H -1.3306 1.7300 1.4354 0.0307
H -1.1284 1.9477 2.9965 0.0611
O -0.6918 1.8463 2.1503 -0.0485
H -0.9758 0.6523 -1.1033 0.0304
H -2.0027 1.7139 -1.0694 0.0634
O -1.1874 1.4681 -0.6160 -0.0627
```



Quick one: most stable of them? ii



i.
# C3H3NO2S

A cluster of 2 separate species, C3H3NO2S in total (the ωB97M-V functional and the def2-TZVPD basis, the OMol25 dataset).

2S+1: 1
HOMO-LUMO gap (spin up / spin down): 8.2729 / 8.1271 eV
HOMO level (spin up / spin down): -8.760 / -9.309 eV
Molar mass: 117.1 g/mol

XYZ file:
```
10
Properties=species:S:1:pos:R:3:lowdin_charge:R:1
C -0.6128 -1.6582 -0.7273 -0.1338
C 0.1292 0.4178 -1.2736 -0.1743
C 0.0834 0.3049 0.1664 -0.3941
N -0.3019 -1.0280 0.4205 -0.2283
O 0.5077 -0.0103 2.7874 -0.4963
O -0.3554 -0.8690 -1.7068 -0.0591
S 0.9624 -0.4985 1.5395 0.9693
H -0.6387 1.2875 -1.6166 0.1849
H 1.2420 0.6425 -1.5233 0.1608
H -1.0158 1.4113 1.9339 0.1709
```



ii.
# C3H3NO2S

The molecule C3H3NO2S (the ωB97M-V functional and the def2-TZVPD basis, the OMol25 dataset).

2S+1: 1
SMILES: CC(C#N)=S(=O)=O
HOMO-LUMO gap (spin up / spin down): 8.3275 / 8.3282 eV
HOMO level (spin up / spin down): -9.922 / -9.922 eV
Molar mass: 117.1 g/mol

XYZ file:
```
10
Properties=species:S:1:pos:R:3:lowdin_charge:R:1
C 1.9894 1.8157 -0.0347 -0.2445
C 1.5065 0.4527 0.1091 -0.3907
C 0.0958 -0.0108 0.1363 -0.0717
N 2.2444 2.9125 -0.2323 0.1714
O 2.2165 -1.9872 0.1176 -0.2816
O 4.1055 -0.2180 0.1890 -0.3034
S 2.7190 -0.6828 -0.0313 0.8737
H -0.1444 -0.6864 -0.6137 0.0639
H 0.0041 -0.6833 0.9969 0.1004
H -0.5367 0.8241 0.0343 0.0826
```



Quick one: most stable of them? ii



i.
# C3H3NO2S

A cluster of 2 separate species, C3H3NO2S in total (the ωB97M-V functional and the def2-TZVPD basis, the OMol25 dataset).

2S+1: 1
HOMO-LUMO gap: 9.5757 eV
HOMO level: -10.068 eV
Molar mass: 117.1 g/mol

XYZ file:
```
10
Properties=species:S:1:pos:R:3:lowdin_charge:R:1
C -1.6512 -0.0078 -0.0280 -0.3955
C 2.5172 -0.0965 0.0083 -0.4417
C -1.7916 -1.2918 -0.0410 -0.0053
N 2.1800 0.9808 0.3740 0.2026
O 2.9850 -1.1306 -0.2309 0.1326
O -0.2885 2.1234 -0.1883 -0.5997
S -1.6539 1.5994 0.0106 0.9403
H -1.9712 -1.8407 -0.9552 0.0761
H -1.6997 -1.8942 0.8520 0.0764
H 1.3740 1.5580 0.1987 0.0142
```



ii.
# C3H3NO2S

The molecule C3H3NO2S (the ωB97M-V functional and the def2-TZVPD basis, the OMol25 dataset).

2S+1: 1
SMILES: Oc1ocnc1S
HOMO-LUMO gap: 8.5302 eV
HOMO level: -8.288 eV
Molar mass: 117.1 g/mol

XYZ file:
```
10
Properties=species:S:1:pos:R:3:lowdin_charge:R:1
C -0.5045 -0.2351 -0.1056 -0.7952
C 1.4032 -1.0551 -0.1645 -0.1291
C 0.3296 0.7764 -0.1992 -0.4966
H -2.5631 -1.1462 0.8915 0.0292
H 2.3707 -1.5729 -0.2001 0.1364
H -0.7911 2.3708 0.2773 0.1962
N 0.1446 -1.4380 0.0162 0.1043
O 1.6286 0.3322 -0.2323 0.1033
O 0.1724 2.0439 -0.0198 0.0949
S -2.1903 -0.0760 -0.2635 0.7566
```



iii.
# C3H3NO2S

The molecule C3H3NO2S (the ωB97M-V functional and the def2-TZVPD basis, the OMol25 dataset).

2S+1: 1
HOMO-LUMO gap: 8.9200 eV
HOMO level: -9.286 eV
Molar mass: 117.1 g/mol

XYZ file:
```
10
Properties=species:S:1:pos:R:3:lowdin_charge:R:1
C -2.2777 -0.4612 0.2953 -0.1730
C -0.8001 -0.4650 0.2573 -0.1353
C 1.0892 1.0414 0.2067 -0.4513
N -3.4226 -0.4802 0.1476 0.1571
O 1.8457 -1.4176 0.1481 -0.6107
O -0.1654 0.8386 0.5548 -0.1050
S 2.3668 -0.0333 0.1480 0.9398
H -0.3175 -1.3473 0.8151 0.1451
H -0.5619 -0.5307 -0.8738 0.1620
H 1.4444 2.0484 0.2344 0.0712
```



Quick one: most stable of them? ii